[1]
The following is a quantum chemistry calculation of C3H12N6O3Tl as an isolated structure, from OMol25.

As for the energy above the lowest of the compared OMol25 structures with the same formula, charge and spin: 35.3 kcal per mole. As for the net charge: +3.

Structure (XYZ):
```
25
Properties=species:S:1:pos:R:3:forces:R:3:nbo_charge:R:1
Tl -0.1199 -0.9383 1.7139 -0.2 0.0 -0.2 1.07
C -2.4739 -0.2753 -1.5155 -0.2 -0.4 -1.0 0.75
O -2.1212 -0.4248 -0.3340 -0.3 0.3 0.1 -0.58
N -1.6151 -0.1008 -2.5370 -0.2 0.2 0.3 -0.74
N -3.7896 -0.2843 -1.9074 0.6 -0.4 1.0 -0.59
H -0.6338 -0.0135 -2.3373 0.1 -0.2 -0.3 0.42
H -1.9669 -0.0489 -3.4811 0.4 0.1 -0.1 0.44
H -4.4888 -0.6342 -1.2592 -0.1 0.2 0.0 0.46
H -4.0767 0.0521 -2.8168 -0.2 0.1 0.0 0.44
C 3.4839 -2.7747 1.1239 -0.6 -0.2 0.2 0.75
O 2.3556 -2.2774 0.8931 0.4 0.1 0.4 -0.58
N 3.6577 -3.8955 1.8586 0.3 -0.5 0.5 -0.60
N 4.6153 -2.1975 0.6811 -0.7 0.2 -0.2 -0.67
H 4.5849 -4.1752 2.1598 0.1 0.1 -0.1 0.43
H 2.9469 -4.3414 2.4284 -0.5 0.2 -0.5 0.45
H 5.5199 -2.5157 0.9950 0.2 0.3 0.0 0.44
H 4.4593 -1.2760 0.2919 0.7 -0.1 -0.2 0.44
C -1.3291 2.8032 0.7801 1.1 1.3 0.3 0.75
O -1.1871 1.8208 1.5199 -0.2 -0.1 -0.2 -0.52
N -2.0148 3.9161 1.1067 -0.9 -0.9 0.2 -0.65
N -0.5408 2.9806 -0.3334 -1.0 -1.0 0.1 -0.65
H -2.5978 3.9054 1.9387 0.1 0.1 0.0 0.46
H -2.2038 4.6326 0.4203 0.3 0.3 0.1 0.44
H -0.4695 3.8822 -0.7809 0.4 0.0 -0.1 0.44
H 0.0055 2.1804 -0.6088 0.3 0.4 -0.2 0.42
```
Positions in Å, forces in eV/Å.

[2]
The following is a quantum chemistry calculation of C35H26BaIN2O4P as an isolated structure, from OMol25.

As for the energy above the lowest of the compared OMol25 structures with the same formula, charge and spin: 11.8 kcal per mole. As for the net charge: 0.

Structure (XYZ):
```
70
Properties=species:S:1:pos:R:3:forces:R:3:mulliken_charge:R:1
Ba 1.3026 1.1652 -0.4196 -0.1 -0.3 0.3 1.83
N -1.3083 0.4990 -1.8642 -0.1 -0.1 0.1 -0.05
C -1.8628 -0.6739 -2.4708 0.1 0.2 0.0 0.08
C -2.8781 -0.5486 -3.4132 0.0 -0.1 -0.1 -0.70
C -3.4383 -1.6761 -3.9893 0.0 0.0 0.0 -0.61
C -3.0030 -2.9409 -3.6168 0.0 0.0 0.0 -0.83
C -1.9809 -3.0590 -2.6914 0.0 -0.1 0.0 0.19
C -1.3815 -1.9381 -2.1237 0.1 0.0 0.1 0.04
P 0.0665 -2.0397 -1.0034 0.1 0.0 0.0 1.09
C -0.3769 -3.2939 0.2470 0.0 0.0 -0.1 0.31
C -0.8017 -2.8257 1.4869 0.0 0.1 0.0 -0.16
C -1.1500 -3.7168 2.4915 0.0 0.0 0.0 -0.59
C -1.0760 -5.0819 2.2615 0.0 0.0 0.0 -0.50
C -0.6492 -5.5574 1.0270 0.0 0.0 0.1 -0.81
C -0.2987 -4.6681 0.0256 0.0 0.0 0.0 -0.21
C 1.2950 -2.9191 -2.0381 0.0 0.0 0.0 0.28
C 1.2482 -2.9426 -3.4286 -0.1 0.0 0.0 -0.53
C 2.2721 -3.5331 -4.1569 0.1 0.0 0.0 -0.67
C 3.3550 -4.1014 -3.5050 0.0 0.0 0.0 -0.48
C 3.4164 -4.0718 -2.1176 0.0 0.0 0.0 -0.70
C 2.3980 -3.4796 -1.3905 0.0 0.0 0.0 -0.56
H -1.7415 1.3385 -2.2328 0.0 0.0 0.0 0.12
H -1.5221 0.4729 -0.8697 -0.1 0.1 0.1 0.10
H -3.2417 0.4359 -3.6808 0.0 0.0 0.0 0.39
H -4.2307 -1.5657 -4.7175 0.0 0.0 0.0 0.39
H -3.4525 -3.8237 -4.0497 0.0 0.0 0.0 0.43
H -1.6268 -4.0436 -2.4111 0.0 0.0 0.0 0.32
H -0.8404 -1.7584 1.6721 0.0 0.0 0.0 0.10
H -1.4658 -3.3385 3.4549 0.0 0.0 0.0 0.47
H -1.3435 -5.7791 3.0447 0.0 0.0 0.0 0.39
H -0.5820 -6.6228 0.8492 0.0 0.0 0.0 0.40
H 0.0609 -5.0458 -0.9238 0.0 0.0 0.0 0.38
H 0.4041 -2.5093 -3.9502 0.0 0.0 0.0 0.35
H 2.2180 -3.5512 -5.2373 0.0 0.0 0.0 0.41
H 4.1502 -4.5648 -4.0736 0.0 0.0 0.0 0.38
H 4.2590 -4.5119 -1.6011 0.0 0.0 0.0 0.41
H 2.4525 -3.4575 -0.3077 0.0 0.0 0.0 0.50
I 3.1159 -0.7978 1.9119 0.2 -0.2 0.1 -0.01
C 1.7784 -0.7453 3.5374 -0.4 0.2 -0.1 -0.02
C 2.1206 -1.3569 4.7021 -0.1 0.0 0.1 -0.58
C 1.1972 -1.3219 5.7772 0.2 -0.1 0.0 -0.44
C -0.0030 -0.6934 5.6404 -0.1 0.0 0.0 -0.99
C -0.3594 -0.0562 4.4243 -0.1 0.0 0.0 1.20
C -1.6104 0.5930 4.2558 0.0 0.0 0.1 -0.89
C -1.9175 1.1917 3.0711 -0.1 0.1 -0.1 -1.13
C -0.9857 1.1624 2.0015 -0.2 -0.1 0.2 -0.05
C 0.2360 0.5390 2.0830 0.2 0.4 -0.7 -0.34
C 0.5398 -0.0623 3.3313 0.5 -0.3 0.0 0.00
H 3.0700 -1.8607 4.8113 0.0 0.0 0.0 0.40
H 1.4577 -1.8020 6.7115 0.0 0.0 0.0 0.40
H -0.7032 -0.6732 6.4672 0.0 0.0 0.0 0.37
H -2.3086 0.6066 5.0845 0.0 0.0 0.0 0.37
H -2.8720 1.6908 2.9482 0.0 0.0 0.0 0.40
H -1.2902 1.6647 1.0775 0.0 0.1 0.0 0.29
O 0.1919 3.4438 -1.0164 -0.2 0.1 -0.1 -0.99
C 1.1868 4.1195 -0.6298 0.0 -0.4 0.0 1.05
O 2.2680 3.5909 -0.2546 0.1 0.2 0.0 -0.99
C 1.0703 5.6110 -0.6172 0.0 0.2 0.0 0.09
C 2.1270 6.3942 -0.1657 -0.1 0.1 0.0 -0.48
C 2.0171 7.7783 -0.1563 0.0 0.0 0.0 -0.53
C 0.8532 8.3868 -0.5991 0.1 0.0 0.0 -0.47
C -0.1812 7.5841 -1.0429 -0.2 0.1 0.0 0.03
C -0.1017 6.2076 -1.0613 0.0 0.0 0.0 -0.28
N -1.4264 8.2306 -1.5182 0.2 -0.1 0.0 1.05
O -2.3170 7.5094 -1.9164 -0.1 0.0 0.0 -0.61
O -1.4735 9.4435 -1.4897 -0.1 0.0 0.0 -0.62
H 3.0251 5.8997 0.1745 0.0 0.0 0.0 0.41
H 2.8378 8.3870 0.1962 0.0 0.0 0.0 0.40
H 0.7360 9.4598 -0.6052 0.0 0.0 0.0 0.49
H -0.9251 5.6041 -1.4101 0.0 0.0 0.0 0.52
```
Positions in Å, forces in eV/Å.

[3]
The following is a quantum chemistry calculation of C34H50IIrN7P as an isolated structure, from OMol25.

As for the net charge: +3. Its multiplicity is 2. As for the total energy: -66704.312 eV.

Structure (XYZ):
```
94
Properties=species:S:1:pos:R:3:forces:R:3:mulliken_charge:R:1
Ir -0.2560 -0.1780 0.0439 4.1 2.4 -0.6 4.67
C 0.1250 2.8274 1.0569 -0.1 0.3 0.4 -0.63
C 0.9657 2.4104 2.2494 0.0 -0.1 -0.2 -1.39
C 0.5599 1.1541 2.9620 0.0 0.3 0.1 0.76
C 0.6564 1.1316 4.3513 0.0 -0.2 -0.1 -1.08
C 0.4168 -0.0372 5.0498 0.0 0.0 -0.1 -0.69
C 0.0883 -1.1816 4.3355 0.0 0.1 0.0 -1.04
C -0.0160 -1.0871 2.9652 0.0 -0.3 0.3 -0.26
N 0.1945 0.0566 2.2902 -1.1 -1.3 -1.5 0.26
N 0.3756 2.0809 -0.1866 -1.2 -1.6 0.5 0.59
C -0.5002 2.5845 -1.2494 -0.4 0.2 -0.2 -0.44
C -0.4049 1.7135 -2.4607 -0.1 0.3 0.0 0.65
C -0.5898 2.2135 -3.7382 0.1 -0.1 0.0 -0.75
C -0.4985 1.3476 -4.8192 0.0 -0.1 0.1 -0.75
C -0.2261 0.0076 -4.5827 0.0 0.1 0.1 -0.88
C -0.0647 -0.4132 -3.2764 0.1 -0.3 -0.2 -0.47
N -0.1512 0.4205 -2.2359 -0.5 -1.1 1.4 0.26
C 1.7820 2.1912 -0.6161 0.3 -0.3 -0.2 -1.48
C 2.6541 1.1058 -0.0694 0.1 0.3 -0.1 0.63
C 4.0148 1.3168 0.1025 0.0 -0.1 0.0 -1.20
C 4.8079 0.2805 0.5661 -0.1 0.0 0.0 -0.53
C 4.2006 -0.9307 0.8743 0.0 0.1 -0.1 -1.19
C 2.8395 -1.0539 0.6847 0.1 -0.3 0.2 -0.11
N 2.0776 -0.0659 0.1970 -1.5 -0.4 -0.2 0.07
H 0.3242 3.8893 0.8698 -0.1 0.0 -0.1 0.69
H -0.9294 2.7206 1.3130 0.0 0.0 -0.1 -0.29
H 0.9237 3.2317 2.9634 0.0 0.0 0.0 0.70
H 2.0161 2.3036 1.9677 0.0 0.1 0.1 0.36
H 0.9347 2.0341 4.8765 0.0 0.0 0.0 0.58
H 0.4955 -0.0588 6.1280 0.0 0.0 0.0 0.47
H -0.0847 -2.1238 4.8338 0.0 -0.1 0.0 0.56
H -0.2570 -1.9611 2.3758 0.0 0.1 0.0 0.32
H -0.2633 3.6255 -1.4927 0.0 0.0 0.0 0.77
H -1.5281 2.5472 -0.8876 0.1 0.1 0.1 -1.11
H -0.8073 3.2617 -3.8890 0.1 0.0 0.1 0.61
H -0.6297 1.7126 -5.8283 0.0 0.0 0.0 0.51
H -0.1480 -0.7014 -5.3938 0.0 0.0 0.0 0.53
H 0.1438 -1.4509 -3.0515 -0.1 0.0 0.0 0.32
H 2.1826 3.1716 -0.3430 -0.1 0.0 0.0 0.39
H 1.8277 2.1169 -1.7042 -0.1 0.1 0.0 0.63
H 4.4439 2.2813 -0.1328 0.0 0.0 0.0 0.56
H 5.8726 0.4174 0.6937 0.0 0.0 0.0 0.49
H 4.7758 -1.7601 1.2576 0.0 -0.1 0.0 0.50
H 2.3346 -1.9747 0.9457 0.0 0.1 0.0 0.48
C -4.3976 2.2537 -1.5436 -0.1 0.2 0.1 -1.75
C -4.6302 1.7740 -0.1086 0.6 -1.0 0.1 2.11
C -3.8749 2.7220 0.8218 -0.1 0.1 0.0 -1.32
C -6.1197 1.7733 0.2110 -0.1 0.1 0.0 -1.90
P -3.8669 -0.0086 0.0502 -2.1 0.0 -0.5 0.30
N -2.2833 0.0637 0.0826 2.3 0.2 0.1 0.26
C -4.3853 -1.0771 -1.4911 0.3 0.4 0.8 2.48
C -5.8676 -0.9758 -1.8242 -0.1 -0.1 -0.1 -1.90
C -4.0109 -2.5213 -1.1613 0.0 -0.1 -0.1 -2.42
C -3.5252 -0.6275 -2.6707 0.0 0.0 -0.1 -2.05
C -4.4335 -0.8449 1.7127 0.6 0.3 -0.5 2.09
C -4.2899 0.1904 2.8250 0.0 -0.1 0.2 -1.84
C -3.4471 -1.9781 1.9995 -0.1 0.0 0.1 -2.05
C -5.8637 -1.3557 1.6451 -0.1 -0.1 0.0 -1.81
H -4.5420 3.3358 -1.5724 0.0 0.0 0.0 0.59
H -5.1082 1.8264 -2.2463 0.1 -0.1 0.0 0.38
H -3.3821 2.0468 -1.8821 0.0 0.0 -0.1 0.12
H -4.3413 3.7071 0.7556 0.0 0.0 0.0 0.62
H -2.8380 2.8239 0.5093 0.0 0.0 0.0 -0.21
H -3.8954 2.4275 1.8647 0.0 0.0 0.0 0.33
H -6.5426 2.7099 -0.1598 0.0 0.0 0.0 0.55
H -6.3166 1.7386 1.2802 0.0 -0.1 0.0 0.30
H -6.6601 0.9691 -0.2819 0.0 0.0 0.0 0.36
H -6.5090 -1.2581 -0.9918 0.0 0.0 0.0 0.35
H -6.0777 -1.6777 -2.6354 0.0 0.0 0.0 0.52
H -6.1531 0.0093 -2.1851 0.0 0.0 0.0 0.33
H -4.6903 -2.9756 -0.4438 0.1 0.0 0.0 0.27
H -2.9826 -2.5882 -0.8024 0.0 -0.1 0.0 0.42
H -4.0801 -3.1171 -2.0738 0.0 0.0 0.0 0.67
H -3.8140 0.3418 -3.0633 0.0 0.0 0.0 0.30
H -3.6511 -1.3454 -3.4836 0.0 -0.1 0.0 0.63
H -2.4728 -0.6074 -2.3912 0.0 0.0 -0.1 0.31
H -3.2899 0.6274 2.8346 0.0 0.1 0.1 0.20
H -4.4378 -0.3154 3.7813 0.0 -0.1 0.0 0.65
H -5.0442 0.9706 2.7697 0.1 0.1 0.0 0.28
H -2.4221 -1.6122 1.9166 0.0 -0.1 0.1 0.25
H -3.5914 -2.8305 1.3416 0.0 0.0 0.0 0.30
H -3.6053 -2.3267 3.0217 0.0 0.0 0.0 0.60
H -6.5816 -0.5661 1.4356 0.0 0.0 0.0 0.29
H -6.1181 -1.7625 2.6269 0.0 0.0 0.0 0.54
H -5.9918 -2.1607 0.9257 0.0 0.0 0.0 0.34
I -0.8317 -6.6518 0.3352 0.2 0.5 -0.1 0.21
C -0.1586 -4.7305 -0.1115 0.0 -0.4 0.1 -1.07
C 0.9677 -4.3710 -0.8295 -0.4 -0.2 0.2 -0.16
N 0.9984 -3.0287 -0.8574 0.2 0.2 -0.3 -0.17
N -0.0363 -2.4950 -0.1895 -0.8 1.9 0.5 -0.18
C -0.7494 -3.5186 0.2681 0.1 -0.4 0.0 -0.05
H 1.7179 -4.9796 -1.3044 0.1 0.0 -0.1 0.54
H 1.7041 -2.4362 -1.2649 0.0 0.0 0.0 0.13
H -1.6341 -3.3865 0.8665 0.0 0.1 -0.1 0.24
```
Positions in Å, forces in eV/Å.

[4]
The following is a quantum chemistry calculation of a 5-piece molecular cluster, C29H65FN5O overall, from OMol25.

As for the energy above the lowest of the compared OMol25 structures with the same formula, charge and spin: 116.4 kcal per mole. As for the net charge: +3.

Structure (XYZ):
```
101
Properties=species:S:1:pos:R:3:forces:R:3:mulliken_charge:R:1
F -0.5931 0.3114 0.1667 0.0 0.0 0.1 -0.99
C -0.8339 -9.5373 -2.7204 0.0 0.2 0.9 -1.14
C -0.3548 -8.1110 -2.7990 -0.1 0.4 0.4 -0.29
N 0.4985 -7.7469 -1.6365 0.6 1.4 1.3 0.12
C 1.6411 -8.4551 -1.2537 -0.1 2.3 0.5 -0.29
C 2.2770 -7.7025 -0.2565 -2.0 -1.0 -2.3 -0.41
N 1.4566 -6.6051 -0.0525 0.2 -0.1 1.0 0.08
C 0.3653 -6.5785 -0.8522 2.6 -3.5 -1.0 -0.01
C 1.8156 -5.6079 0.9902 -0.5 0.3 -1.3 -0.81
H 0.0083 -10.1842 -2.9659 -0.3 -0.3 -0.1 0.34
H -1.6768 -9.7056 -3.3906 0.2 -0.1 0.0 0.37
H -1.1244 -9.7004 -1.6825 -0.3 -0.5 -0.1 0.34
H -1.1354 -7.3569 -2.6992 -0.2 -0.3 -0.7 0.31
H 0.2054 -8.0623 -3.7327 0.1 0.9 0.2 0.26
H 1.9591 -9.2855 -1.8666 0.0 -0.1 0.4 0.38
H 3.2723 -7.8399 0.1399 -0.3 0.2 0.4 0.40
H -0.3431 -5.7678 -0.9366 -0.1 -0.3 0.0 0.36
H 1.5313 -5.8734 2.0084 -0.1 -0.3 -0.3 0.27
H 1.2681 -4.7317 0.6428 0.4 0.4 0.6 0.35
H 2.8949 -5.4874 0.8963 -0.2 0.3 0.2 0.34
C 1.7671 0.1664 7.6878 -1.0 0.1 -0.5 -1.31
C 0.5290 0.4942 6.7553 1.1 -0.4 1.4 -0.67
C -0.6800 -0.4546 7.0093 0.7 0.0 -0.8 -0.29
C -1.4933 -0.4618 5.7065 -1.1 -0.5 -0.3 -1.06
N -2.9436 -0.8491 5.7741 -3.7 0.4 0.9 0.16
C -3.6631 -0.6209 4.4358 0.8 -0.2 -0.5 -0.87
C -5.1361 -0.6544 4.7425 0.2 -0.1 0.8 -0.50
C -5.1802 0.1706 6.0593 0.3 -1.0 0.9 -0.48
C -3.7433 0.1170 6.6977 0.5 0.6 -2.5 -0.80
C -3.2619 -2.3127 6.1801 2.4 0.7 0.4 -0.85
H 2.2534 -0.7080 7.2553 0.2 0.0 0.3 0.33
H 1.4911 -0.0379 8.7223 -0.3 -0.2 -0.1 0.34
H 2.4722 0.9935 7.7705 0.0 0.0 -0.4 0.38
H 0.8935 0.3806 5.7344 -0.2 0.1 -0.1 0.40
H 0.2784 1.5440 6.9081 -0.4 -0.1 -0.1 0.42
H -1.2206 -0.1623 7.9096 -0.3 0.3 -0.3 0.34
H -0.3097 -1.4531 7.2417 0.1 -0.1 -0.2 0.49
H -1.2243 -1.1516 4.9065 1.3 0.1 0.2 0.50
H -1.5239 0.5336 5.2633 0.1 0.0 0.0 0.39
H -3.2533 -1.3572 3.7443 -0.2 -0.1 -0.1 0.46
H -3.4146 0.3575 4.0246 0.4 0.1 0.3 0.42
H -5.5022 -1.6639 4.9296 0.2 -0.1 0.1 0.27
H -5.7769 -0.2961 3.9368 0.3 0.4 0.1 0.43
H -5.8500 -0.3553 6.7397 -0.4 0.7 0.0 0.30
H -5.4088 1.2210 5.8790 -0.4 -0.3 0.3 0.36
H -3.5432 -0.0182 7.7606 -0.5 -0.5 -0.2 0.45
H -3.2645 1.0465 6.3893 0.0 0.3 0.5 0.36
H -2.2160 -2.5705 6.3469 -0.3 -1.3 0.3 0.40
H -3.7165 -2.9499 5.4216 0.1 0.6 -0.2 0.35
H -3.7972 -2.4041 7.1253 0.0 0.4 -0.2 0.28
C -3.1726 5.1933 -4.3208 0.2 1.3 0.2 -1.25
C -2.7262 4.8694 -2.9337 1.2 -0.7 1.5 -0.58
C -2.0196 6.0929 -2.2069 -0.3 -1.6 -0.2 -0.49
C -1.8583 5.8799 -0.6715 0.2 1.6 -1.0 -0.76
N -1.2828 7.1166 0.0848 -1.5 0.2 -1.5 0.06
C 0.1752 7.5567 -0.3609 -0.2 -1.6 1.5 -0.52
C 0.9798 6.4075 0.2556 -0.1 -1.0 -0.8 -0.71
C 0.2654 5.9856 1.5282 0.7 0.9 1.1 -0.51
C -1.1531 6.5738 1.5105 1.8 2.0 0.2 -0.58
C -2.2719 8.3063 0.0111 0.9 -0.9 0.9 -0.91
H -3.3661 4.3069 -4.9248 -0.2 0.3 0.0 0.37
H -2.3994 5.8262 -4.7565 0.2 -0.3 -0.6 0.32
H -4.0031 5.8926 -4.2243 -0.5 -0.4 -0.5 0.33
H -1.9939 4.0625 -2.9611 0.3 0.0 -0.1 0.37
H -3.5188 4.3977 -2.3529 -0.3 0.5 0.2 0.43
H -2.5999 6.9631 -2.5139 0.1 0.3 0.6 0.35
H -1.0442 6.1507 -2.6899 0.1 0.3 0.1 0.27
H -1.1595 5.1098 -0.3448 -0.4 -0.4 -0.6 0.41
H -2.8379 5.7482 -0.2119 0.1 -0.2 0.0 0.34
H 0.4013 8.4914 0.1523 -0.3 0.0 0.1 0.44
H 0.4108 7.6884 -1.4170 -1.0 -0.1 -0.1 0.34
H 2.0417 6.6197 0.3803 -0.2 0.3 0.2 0.46
H 0.9672 5.4903 -0.3332 0.0 0.4 -0.9 0.33
H 0.7946 6.5662 2.2837 -0.1 -0.6 0.7 0.33
H 0.3641 4.9160 1.7138 -0.2 0.2 0.1 0.38
H -1.1146 7.4852 2.1072 0.0 0.1 0.1 0.42
H -1.9400 6.0065 2.0076 -0.3 -0.3 -1.2 0.30
H -2.5920 8.5894 -0.9916 0.3 -0.4 0.0 0.28
H -1.7378 9.1315 0.4822 -0.3 0.1 0.0 0.41
H -3.1177 8.0049 0.6291 -0.1 0.2 -0.2 0.39
C 6.1723 -1.1455 -6.6526 -0.9 -0.6 -0.1 -0.80
N 4.7996 -1.7481 -7.0222 1.2 0.7 -1.2 -0.39
C 3.8786 -0.6493 -7.5810 1.0 -1.0 -0.7 -0.86
C 5.0878 -2.7855 -8.1459 -0.1 1.6 -0.6 -0.82
C 4.1789 -2.4771 -5.8902 -0.1 1.3 0.8 -0.47
C 3.6949 -1.5011 -4.7541 1.1 -0.1 0.0 -0.59
O 2.4208 -1.0105 -4.9980 -1.0 -0.4 -0.5 -0.52
H 6.8034 -2.0143 -6.4658 0.3 0.3 -0.2 0.42
H 6.1522 -0.5388 -5.7473 -0.4 -0.1 -0.2 0.32
H 6.4790 -0.5351 -7.5020 0.2 -0.2 0.1 0.39
H 2.9474 -1.1601 -7.8263 -0.2 0.5 0.4 0.38
H 4.3301 -0.3354 -8.5221 0.0 0.0 0.0 0.45
H 3.8356 0.2267 -6.9339 -0.3 -0.5 0.3 0.35
H 5.7421 -3.6249 -7.9105 -0.6 -0.1 0.9 0.36
H 5.6790 -2.2787 -8.9086 -0.2 0.4 0.0 0.41
H 4.1284 -3.0171 -8.6085 0.1 -0.5 0.3 0.41
H 5.0006 -3.1392 -5.6171 -0.5 -0.3 0.6 0.45
H 3.3247 -2.9940 -6.3276 0.0 -0.2 0.4 0.46
H 4.3048 -0.6028 -4.6582 0.9 -0.2 -0.3 0.27
H 3.7551 -1.9400 -3.7582 0.1 -0.7 -0.2 0.46
H 2.1007 -0.6738 -4.1579 -0.4 0.2 0.0 0.33
```
Positions in Å, forces in eV/Å.